# 1
{
  "formula": "C29H84ClN9O17P3S4",
  "method": "ωB97M-V/def2-TZVPD",
  "orbital_gap_ev": 8.33,
  "total_charge": -1,
  "homo_energy_ev": -6.5,
  "energy_ev": -163380.6083,
  "multiplicity": 1,
  "elements": ["Cl", "O", "O", "O", "O", "O", "S", "O", "O", "C", "C", "C", "H", "H", "H", "H", "H", "H", "H", "H", "O", "S", "O", "O", "C", "C", "C", "H", "H", "H", "H", "H", "H", "H", "H", "O", "S", "O", "O", "C", "C", "C", "H", "H", "H", "H", "H", "H", "H", "H", "O", "P", "N", "C", "C", "N", "C", "C", "N", "C", "C", "H", "H", "H", "H", "H", "H", "H", "H", "H", "H", "H", "H", "H", "H", "H", "H", "H", "H", "O", "P", "N", "C", "C", "N", "C", "C", "N", "C", "C", "H", "H", "H", "H", "H", "H", "H", "H", "H", "H", "H", "H", "H", "H", "H", "H", "H", "H", "O", "P", "N", "C", "C", "N", "C", "C", "N", "C", "C", "H", "H", "H", "H", "H", "H", "H", "H", "H", "H", "H", "H", "H", "H", "H", "H", "H", "H", "C", "S", "O", "C", "H", "H", "H", "H", "H", "H"],
  "coordinates": [[-14.21, -4.80, 24.81], [-14.30, -5.01, 26.24], [-15.38, -4.11, 24.34], [-12.98, -4.14, 24.46], [-14.26, -6.11, 24.20], [-9.42, 0.74, 22.62], [-9.98, 1.40, 23.76], [-10.00, 2.85, 23.79], [-11.44, 0.90, 24.09], [-11.62, -0.55, 24.12], [-13.03, -0.71, 24.51], [-9.10, 0.93, 25.26], [-10.98, -0.99, 24.89], [-11.39, -0.98, 23.17], [-13.77, -0.45, 23.74], [-13.27, -0.17, 25.42], [-13.26, -1.73, 24.74], [-9.28, 1.59, 26.11], [-8.06, 0.99, 24.94], [-9.26, -0.12, 25.50], [-17.11, 0.49, 27.87], [-15.93, 0.15, 27.12], [-15.48, 1.14, 26.16], [-14.77, -0.19, 28.08], [-14.40, 0.78, 29.09], [-15.25, 0.67, 30.31], [-16.13, -1.35, 26.27], [-14.44, 1.84, 28.72], [-13.36, 0.46, 29.23], [-15.18, -0.37, 30.56], [-16.31, 0.83, 30.25], [-14.90, 1.28, 31.14], [-16.48, -2.14, 26.94], [-15.24, -1.62, 25.74], [-16.89, -1.09, 25.53], [-19.24, -5.67, 23.37], [-19.28, -5.55, 24.80], [-20.57, -5.53, 25.45], [-18.49, -6.71, 25.44], [-17.25, -7.11, 24.66], [-17.50, -7.94, 23.37], [-18.41, -4.09, 25.22], [-16.69, -7.68, 25.41], [-16.64, -6.23, 24.36], [-18.00, -8.87, 23.59], [-16.52, -8.20, 22.94], [-18.09, -7.34, 22.73], [-17.65, -3.94, 24.46], [-18.02, -3.99, 26.22], [-19.23, -3.38, 25.06], [-12.48, -11.37, 26.45], [-13.86, -11.19, 26.95], [-14.23, -9.65, 27.31], [-15.26, -9.18, 28.17], [-13.81, -8.74, 26.21], [-14.17, -11.94, 28.39], [-14.49, -13.38, 28.30], [-13.05, -11.69, 29.33], [-14.93, -11.87, 25.98], [-16.31, -11.50, 26.14], [-14.46, -12.69, 24.88], [-14.89, -8.41, 28.84], [-15.67, -10.02, 28.67], [-16.05, -8.72, 27.49], [-14.57, -8.57, 25.40], [-12.93, -9.19, 25.74], [-13.58, -7.74, 26.59], [-13.71, -13.98, 27.82], [-14.66, -13.66, 29.35], [-15.42, -13.59, 27.75], [-12.54, -10.74, 29.18], [-13.29, -11.85, 30.39], [-12.30, -12.48, 29.12], [-16.54, -10.45, 26.00], [-16.90, -12.02, 25.39], [-16.73, -11.86, 27.08], [-14.59, -12.16, 23.93], [-14.95, -13.65, 24.90], [-13.41, -12.95, 24.97], [-17.87, -3.18, 28.45], [-17.21, -3.80, 29.59], [-17.04, -2.71, 30.80], [-16.26, -2.96, 31.97], [-18.21, -1.83, 31.00], [-15.72, -4.41, 29.42], [-15.45, -5.78, 28.93], [-14.60, -3.51, 29.26], [-18.08, -5.13, 30.09], [-17.82, -5.61, 31.42], [-19.37, -5.29, 29.52], [-15.84, -1.96, 32.27], [-15.38, -3.55, 31.76], [-16.91, -3.28, 32.78], [-17.96, -0.99, 31.71], [-19.09, -2.33, 31.48], [-18.51, -1.37, 30.05], [-14.39, -5.99, 29.06], [-15.90, -6.49, 29.65], [-15.78, -5.99, 27.92], [-14.77, -2.53, 29.76], [-13.85, -3.89, 29.90], [-14.27, -3.32, 28.25], [-18.41, -5.14, 32.22], [-18.03, -6.70, 31.35], [-16.78, -5.48, 31.65], [-19.48, -4.82, 28.58], [-20.11, -4.93, 30.21], [-19.59, -6.36, 29.28], [-18.45, -2.61, 18.30], [-18.29, -3.98, 18.94], [-17.79, -5.15, 17.88], [-18.66, -5.57, 16.75], [-16.40, -5.06, 17.43], [-19.73, -4.49, 19.44], [-20.29, -3.46, 20.42], [-20.19, -5.77, 19.93], [-17.17, -3.95, 20.13], [-17.19, -4.85, 21.26], [-16.40, -2.74, 20.24], [-18.55, -4.87, 15.92], [-19.70, -5.55, 17.11], [-18.33, -6.53, 16.41], [-16.31, -4.35, 16.61], [-16.08, -6.02, 16.99], [-15.71, -4.88, 18.27], [-19.75, -3.54, 21.37], [-20.20, -2.49, 19.97], [-21.30, -3.66, 20.65], [-19.43, -6.49, 19.83], [-20.52, -5.63, 20.98], [-21.10, -6.05, 19.39], [-18.18, -5.30, 21.40], [-16.43, -5.70, 21.19], [-16.96, -4.29, 22.19], [-15.32, -2.97, 20.17], [-16.64, -2.32, 21.23], [-16.66, -2.02, 19.45], [-11.61, -6.06, 28.38], [-11.17, -5.71, 30.11], [-12.36, -6.21, 30.84], [-9.79, -6.93, 30.11], [-12.45, -5.44, 28.03], [-11.90, -7.12, 28.35], [-10.72, -5.95, 27.78], [-10.19, -7.90, 29.77], [-9.38, -7.07, 31.13], [-9.01, -6.60, 29.43]],
  "lowdin_charge": [0.638, -0.372, -0.372, -0.342, -0.369, -0.273, 0.571, -0.295, -0.247, -0.229, -0.068, -0.122, 0.108, 0.120, 0.107, 0.070, 0.044, 0.075, 0.065, 0.052, -0.279, 0.541, -0.291, -0.269, -0.231, -0.077, -0.113, 0.135, 0.130, 0.045, 0.063, 0.088, 0.051, 0.039, 0.094, -0.312, 0.538, -0.286, -0.246, -0.176, -0.052, -0.111, 0.088, 0.091, 0.066, 0.090, 0.026, 0.036, 0.044, 0.087, -0.284, 0.395, -0.290, -0.110, -0.073, -0.292, -0.113, -0.112, -0.310, -0.101, -0.093, 0.070, 0.062, 0.095, 0.079, 0.073, 0.070, 0.084, 0.085, 0.073, 0.073, 0.078, 0.080, 0.068, 0.090, 0.079, 0.087, 0.075, 0.072, -0.266, 0.465, -0.302, -0.138, -0.099, -0.260, -0.084, -0.101, -0.306, -0.125, -0.116, 0.087, 0.074, 0.078, 0.091, 0.088, 0.075, 0.054, 0.071, 0.070, 0.073, 0.060, 0.078, 0.084, 0.096, 0.063, 0.055, 0.078, 0.098, -0.330, 0.456, -0.302, -0.094, -0.125, -0.277, -0.072, -0.123, -0.312, -0.095, -0.111, 0.081, 0.071, 0.069, 0.079, 0.081, 0.081, 0.079, 0.072, 0.066, 0.065, 0.075, 0.084, 0.033, 0.113, 0.070, 0.083, 0.088, 0.075, -0.256, 0.801, -0.570, -0.267, 0.037, 0.053, 0.050, 0.052, 0.050, 0.045]
}

***

# 2
{
  "formula": "C7H11N4S",
  "method": "ωB97M-V/def2-TZVPD",
  "orbital_gap_ev": 9.85,
  "relative_energy_kj_mol": 212.3,
  "total_charge": 1,
  "homo_energy_ev": -13.8,
  "energy_ev": -24223.9394,
  "multiplicity": 1,
  "elements": ["C", "C", "C", "C", "C", "C", "C", "N", "N", "N", "N", "S", "H", "H", "H", "H", "H", "H", "H", "H", "H", "H", "H"],
  "coordinates": [[3.23, -0.59, 0.55], [1.17, 0.55, 0.97], [1.50, -0.67, -1.14], [2.17, 0.16, -0.08], [1.27, 1.86, 1.67], [-2.28, -0.85, -0.39], [-1.69, -2.02, 0.41], [4.02, -1.16, 1.16], [0.21, -0.24, 1.23], [0.56, -1.68, -0.81], [1.78, -0.34, -2.43], [0.11, -1.76, 0.70], [2.47, 1.03, -0.60], [0.33, 2.09, 2.19], [1.38, 2.70, 0.82], [2.15, 1.93, 2.35], [-3.22, -0.97, -0.86], [-2.30, 0.12, 0.20], [-1.36, -0.63, -0.98], [-1.73, -2.91, -0.15], [-2.09, -2.03, 1.42], [2.39, 0.46, -2.68], [1.40, -0.91, -3.22]],
  "nbo_charge": [0.231, 0.412, 0.546, -0.477, -0.678, -0.634, -0.519, -0.187, -0.649, -0.794, -0.737, 1.329, 0.273, 0.271, 0.243, 0.279, 0.256, 0.226, 0.218, 0.258, 0.252, 0.432, 0.449]
}

***

# 3
{
  "formula": "C34H39Cl3CsLiMgN5O9S2",
  "method": "ωB97M-V/def2-TZVPD",
  "orbital_gap_ev": 2.08,
  "total_charge": 1,
  "homo_energy_ev": -7.9,
  "energy_ev": -127161.4002,
  "multiplicity": 1,
  "elements": ["O", "C", "O", "C", "C", "C", "N", "C", "C", "C", "C", "C", "S", "C", "S", "N", "C", "C", "C", "C", "C", "C", "C", "C", "C", "C", "C", "C", "H", "H", "H", "H", "H", "H", "H", "H", "H", "H", "H", "H", "H", "H", "H", "H", "H", "H", "H", "H", "H", "C", "C", "O", "O", "H", "H", "H", "Mg", "Cl", "C", "C", "C", "C", "C", "C", "N", "O", "O", "H", "H", "H", "H", "H", "C", "O", "N", "N", "H", "H", "H", "H", "O", "C", "C", "O", "H", "H", "H", "H", "Li", "Cs", "C", "Cl", "Cl", "H", "H"],
  "coordinates": [[0.01, 2.69, 4.75], [-0.33, 1.49, 4.23], [0.76, 0.55, 3.93], [-1.93, 1.19, 3.92], [-2.85, 2.19, 2.95], [-4.44, 1.81, 2.69], [-5.09, 0.54, 3.28], [-4.34, -0.43, 4.17], [-2.75, -0.13, 4.53], [-1.90, -1.13, 5.52], [-1.37, -2.44, 4.70], [-1.33, -2.22, 3.04], [-0.20, -3.61, 2.39], [0.80, -2.73, 1.02], [2.42, -2.35, 1.38], [0.05, -2.43, -0.25], [0.14, -3.53, -1.28], [1.46, -3.97, -2.16], [1.39, -5.24, -3.21], [0.00, -6.11, -3.41], [-1.34, -5.72, -2.54], [-1.23, -4.44, -1.51], [0.34, -1.06, -0.81], [-0.88, 0.07, -0.64], [-0.77, 1.63, -1.13], [0.62, 2.11, -1.88], [1.85, 1.02, -2.06], [1.71, -0.54, -1.53], [1.60, 1.10, 3.77], [-2.31, 3.14, 2.53], [-5.04, 2.55, 2.00], [-6.10, 0.40, 3.05], [-4.87, -1.40, 4.60], [-0.96, -0.61, 6.00], [-2.58, -1.54, 6.41], [-2.05, -3.39, 4.86], [-0.25, -2.73, 4.98], [-0.82, -1.18, 2.76], [-2.40, -2.23, 2.56], [2.47, -3.41, -2.03], [2.34, -5.55, -3.83], [0.01, -7.03, -4.15], [-2.34, -6.34, -2.64], [-2.18, -4.17, -0.87], [-1.87, -0.26, -0.09], [-1.65, 2.40, -0.96], [0.77, 3.20, -2.29], [2.84, 1.44, -2.58], [2.63, -1.26, -1.66], [6.32, -0.40, 3.32], [6.23, -1.68, 2.51], [5.98, -1.54, 1.29], [6.43, -2.74, 3.18], [6.14, 0.48, 2.68], [5.57, -0.41, 4.11], [7.31, -0.30, 3.76], [4.24, -0.34, 1.73], [-3.23, 1.94, -0.94], [2.01, 5.97, -7.54], [1.57, 6.63, -6.40], [0.91, 5.92, -5.39], [0.69, 4.55, -5.54], [1.12, 3.88, -6.69], [1.78, 4.60, -7.70], [0.02, 3.80, -4.48], [-0.37, 4.43, -3.48], [-0.13, 2.57, -4.63], [2.53, 6.52, -8.32], [1.75, 7.70, -6.28], [0.57, 6.46, -4.50], [0.96, 2.81, -6.83], [2.13, 4.09, -8.59], [-4.92, 2.06, 7.26], [-5.24, 0.89, 7.35], [-4.57, 2.63, 6.09], [-4.89, 2.89, 8.31], [-4.30, 3.60, 5.99], [-4.58, 2.04, 5.27], [-5.15, 2.50, 9.21], [-4.63, 3.86, 8.26], [6.25, -6.15, -2.88], [5.58, -5.05, -2.50], [5.05, -4.27, -3.80], [4.41, -3.16, -3.42], [6.13, -4.30, -1.91], [4.68, -5.20, -1.87], [4.47, -5.02, -4.37], [5.93, -4.14, -4.45], [3.60, -3.42, -5.39], [6.67, -5.62, -5.14], [-6.47, 4.06, -1.98], [-6.75, 5.58, -1.13], [-8.00, 3.31, -2.46], [-5.88, 4.26, -2.88], [-5.93, 3.38, -1.33]],
  "lowdin_charge": [-0.001, -0.233, -0.017, 0.051, 0.085, 0.044, 0.039, 0.081, -0.044, -0.154, -0.236, -0.457, 0.809, -0.841, 0.640, -0.170, -0.147, 0.036, -0.035, -0.053, -0.059, 0.012, -0.184, -0.017, -0.199, -0.049, -0.063, -0.048, 0.135, 0.133, 0.141, 0.163, 0.168, 0.129, 0.143, 0.126, 0.118, 0.079, 0.090, 0.065, 0.071, 0.087, 0.094, 0.092, 0.056, -0.196, 0.063, 0.085, 0.065, -0.043, -0.770, -0.088, 0.034, 0.051, 0.090, 0.118, 1.060, -0.063, -0.070, -0.064, 0.001, -0.138, -0.001, -0.066, -0.320, 0.034, 0.066, 0.110, 0.110, 0.119, 0.118, 0.109, -0.715, 0.012, 0.161, 0.160, 0.107, 0.041, 0.119, 0.104, -0.648, -0.474, -0.814, -0.368, 0.108, 0.099, -0.010, -0.211, 0.776, 1.539, -1.047, 0.476, 0.486, 0.032, -0.027]
}

***

# 4
{
  "formula": "C32H47GeKN3O2Sb",
  "method": "ωB97M-V/def2-TZVPD",
  "orbital_gap_ev": 4.87,
  "relative_energy_kj_mol": 72.2,
  "total_charge": -2,
  "homo_energy_ev": -0.6,
  "energy_ev": -121888.3860,
  "multiplicity": 1,
  "elements": ["K", "O", "C", "C", "C", "C", "C", "C", "C", "N", "C", "C", "N", "C", "C", "C", "C", "C", "C", "C", "O", "H", "H", "H", "H", "H", "H", "H", "H", "H", "H", "H", "H", "H", "H", "C", "C", "C", "C", "N", "C", "C", "H", "H", "H", "H", "H", "H", "H", "C", "C", "Sb", "C", "C", "C", "C", "H", "H", "H", "H", "H", "H", "H", "H", "H", "H", "H", "H", "H", "H", "H", "C", "Ge", "C", "C", "C", "H", "H", "H", "H", "H", "H", "H", "H", "H", "H", "H"],
  "coordinates": [[-0.17, 0.01, 2.83], [1.23, 0.95, 0.71], [1.09, 2.16, 0.30], [2.16, 2.91, -0.23], [1.95, 4.10, -0.87], [0.70, 4.63, -1.03], [-0.36, 3.95, -0.35], [-0.16, 2.80, 0.39], [-1.25, 2.09, 1.12], [-1.71, 2.32, 2.27], [-1.29, 3.47, 3.11], [0.10, 3.32, 3.62], [0.21, 2.11, 4.43], [0.58, 2.23, 5.63], [0.89, 1.16, 6.56], [1.17, 1.56, 7.89], [1.50, 0.64, 8.87], [1.64, -0.71, 8.49], [1.39, -1.16, 7.23], [0.89, -0.24, 6.24], [0.53, -0.73, 5.13], [3.16, 2.36, -0.22], [2.73, 4.55, -1.50], [0.41, 5.43, -1.69], [-1.42, 4.17, -0.41], [-1.74, 1.24, 0.66], [-2.02, 3.51, 3.88], [-1.36, 4.45, 2.58], [0.50, 4.23, 4.16], [0.82, 3.23, 2.77], [0.78, 3.28, 6.01], [1.01, 2.59, 8.16], [1.59, 0.92, 9.93], [1.98, -1.44, 9.24], [1.56, -2.23, 6.95], [0.28, -2.74, -4.31], [-0.37, -2.71, -2.96], [-1.78, -2.89, -2.84], [-2.39, -2.42, -1.66], [-1.80, -1.97, -0.56], [-0.32, -2.36, -0.50], [0.39, -2.40, -1.84], [-0.36, -2.22, -5.08], [0.43, -3.75, -4.65], [1.28, -2.33, -4.26], [-2.42, -3.10, -3.68], [-3.51, -2.35, -1.55], [0.24, -1.54, 0.04], [1.44, -2.02, -1.88], [-4.29, -0.01, -4.75], [-2.82, 0.29, -4.49], [-2.14, 1.52, -2.72], [-0.03, 0.96, -2.71], [0.68, 0.86, -4.08], [-1.98, 3.44, -3.84], [-1.94, 3.59, -5.35], [-4.32, -0.67, -5.65], [-4.97, 0.83, -5.00], [-4.79, -0.55, -4.01], [-2.29, 0.69, -5.35], [-2.35, -0.66, -4.27], [-0.08, -0.09, -2.27], [0.47, 1.62, -2.00], [0.03, 0.27, -4.79], [1.66, 0.27, -3.83], [0.87, 1.83, -4.43], [-1.04, 3.88, -3.48], [-2.81, 3.97, -3.39], [-0.94, 3.39, -5.82], [-2.13, 4.66, -5.58], [-2.65, 2.97, -5.92], [1.69, -5.44, 1.93], [1.62, -4.33, 0.33], [2.99, -2.88, 0.28], [1.96, -5.58, -1.20], [-0.16, -3.66, 0.36], [2.67, -5.90, 2.13], [0.92, -6.29, 1.88], [1.41, -4.98, 2.87], [3.86, -3.07, 0.87], [2.57, -1.93, 0.68], [3.35, -2.70, -0.71], [2.50, -5.11, -2.03], [0.98, -5.95, -1.42], [2.61, -6.39, -0.85], [-0.43, -3.49, 1.39], [-0.89, -4.46, 0.07]],
  "lowdin_charge": [0.802, -0.175, -0.499, -0.060, -0.164, -0.146, -0.080, -0.212, -0.191, 0.012, -0.219, -0.236, -0.022, -0.150, -0.149, -0.092, -0.160, -0.158, -0.048, -0.416, -0.202, 0.127, 0.093, 0.072, 0.100, 0.093, 0.085, 0.121, 0.115, 0.122, 0.118, 0.085, 0.076, 0.088, 0.115, -0.092, -0.365, -0.156, -0.302, 0.008, -0.417, -0.120, 0.076, 0.053, 0.057, 0.053, 0.088, 0.095, 0.102, -0.207, -0.434, 1.370, -0.418, -0.178, -0.468, -0.217, 0.065, 0.054, 0.030, 0.022, -0.003, 0.039, 0.019, 0.054, 0.095, 0.020, 0.020, 0.000, 0.067, 0.055, 0.040, -0.259, 0.812, -0.200, -0.214, -0.268, 0.003, 0.039, 0.001, -0.009, 0.025, -0.006, 0.008, -0.006, -0.006, 0.045, 0.082]
}